C32H54AlClFMg2N3O14P as an isolated structure, computed with wB97M-V/def2-TZVPD.

## Properties
- spin multiplicity = 1
- highest occupied orbital energy (eV) = -4.46
- net charge = -1
- M (Da) = 865.808
- Kohn-Sham gap (Ha) = 0.041

Cartesian coordinates (Å):
O (-1.08097, -3.53866, 0.58456)
C (-1.86999, -2.73923, 1.50148)
N (-1.03489, -2.16232, 2.63715)
C (-1.48556, -0.79731, 3.08378)
C (-3.09433, -0.59026, 3.03511)
N (-3.74019, -1.11076, 1.79160)
C (-2.74356, -1.58229, 0.77936)
C (-3.51718, -2.11862, -0.54949)
C (-3.54812, -0.89758, -1.62829)
C (-4.52265, 0.30445, -1.18817)
C (-4.22351, 1.70574, -1.91433)
C (-2.91082, 2.47302, -1.37820)
C (-2.80952, 2.57817, 0.21875)
C (-1.62362, 3.58007, 0.72318)
C (-1.23989, 3.08625, 2.22279)
C (0.33542, 3.09647, 2.52953)
C (1.12773, 1.77639, 2.08059)
C (1.00549, 1.41548, 0.51816)
C (1.64554, 0.00290, 0.11413)
N (3.12420, 0.00189, -0.04989)
C (4.16575, 0.86264, 0.46715)
C (5.54835, 0.30409, -0.03248)
C (5.19859, -0.94138, -0.91260)
C (3.64803, -1.05925, -0.88191)
H (-0.38433, -4.01710, 1.15536)
H (-2.63902, -3.43903, 2.01751)
H (-0.06568, -2.07452, 2.28161)
H (-0.98517, -2.79053, 3.46644)
H (-1.05857, -0.04191, 2.31847)
H (-1.06559, -0.51394, 4.12169)
H (-3.55876, -0.96981, 4.00627)
H (-3.24523, 0.55899, 3.02789)
H (-4.31013, -1.95024, 2.00893)
H (-2.06708, -0.72190, 0.40034)
H (-4.58909, -2.36832, -0.24333)
H (-2.96559, -2.99032, -1.03737)
H (-3.97746, -1.35125, -2.60453)
H (-2.49338, -0.53245, -1.90513)
H (-4.57075, 0.47914, -0.05971)
H (-5.59148, -0.01593, -1.50258)
H (-4.06268, 1.49386, -3.02634)
H (-5.19067, 2.33365, -1.81503)
H (-1.98305, 1.99272, -1.84217)
H (-2.99655, 3.55711, -1.77439)
H (-3.78068, 3.00995, 0.63844)
H (-2.70412, 1.51795, 0.65248)
H (-0.71423, 3.53713, 0.01213)
H (-2.02382, 4.64863, 0.68705)
H (-1.75408, 2.08907, 2.50730)
H (-1.71717, 3.87195, 2.92973)
H (0.88033, 4.04292, 2.11327)
H (0.44149, 3.15956, 3.70413)
H (2.24973, 1.98703, 2.28875)
H (0.87098, 0.86927, 2.74742)
H (1.35816, 2.29511, -0.14758)
H (-0.13165, 1.32806, 0.29967)
H (1.33148, -0.76714, 0.91637)
H (1.13327, -0.33046, -0.86854)
H (4.00920, 1.77946, 1.11788)
H (6.53701, 0.78510, 0.26377)
H (5.98267, -1.59313, -1.44707)
H (3.11788, -1.88390, -1.45652)
O (-6.67457, -4.03429, 1.47248)
C (-7.70177, -3.25052, 1.69022)
C (-7.17135, -1.70849, 1.87570)
O (-8.14946, -0.97511, 2.32452)
H (-8.32949, -3.47074, 2.56943)
H (-8.46114, -3.19199, 0.88995)
H (-6.76386, -1.44311, 0.88542)
H (-6.25719, -1.76991, 2.48521)
F (-0.30137, -9.84311, -1.61778)
C (-0.02734, -8.53349, -1.55780)
C (-0.77938, -7.71815, -0.72635)
C (-0.49107, -6.35840, -0.66056)
C (0.53873, -5.82816, -1.43485)
C (1.28385, -6.65602, -2.26990)
C (1.00348, -8.01723, -2.32802)
H (-1.58208, -8.14726, -0.13764)
H (-1.06840, -5.71197, -0.00776)
H (0.75988, -4.76606, -1.38607)
H (2.08265, -6.24113, -2.87540)
H (1.57893, -8.67778, -2.96576)
Mg (1.57039, 4.77247, 3.28187)
O (-0.49899, 6.50166, 5.51025)
H (-0.52189, 7.43091, 5.72504)
Mg (-0.34125, -5.18182, 2.55335)
C (8.76958, 5.32066, -3.95214)
O (7.52065, 4.73198, -3.57892)
C (7.49778, 3.38990, -3.64626)
O (8.41178, 2.68191, -3.98407)
O (6.26843, 2.97829, -3.27260)
C (6.07523, 1.55949, -3.28611)
H (8.67174, 6.40168, -3.86047)
H (9.56722, 4.98809, -3.28316)
H (9.01202, 5.08433, -4.99006)
H (6.75576, 1.05399, -2.57277)
H (6.20869, 1.16222, -4.29592)
H (5.04535, 1.36463, -2.97196)
O (7.63257, 8.68947, -6.50891)
P (9.00021, 9.14379, -5.98844)
O (8.83659, 10.45962, -5.22055)
O (9.94898, 9.34794, -7.17429)
O (9.58290, 8.08033, -5.05170)
Al (6.72006, -1.97024, 0.64855)
Cl (8.51512, 0.27454, -2.13706)
C (-9.38212, -3.15378, 5.56570)
O (-10.25341, -3.50186, 6.36075)
O (-8.52743, -2.26052, 5.77946)
O (-9.21547, -3.64145, 4.42079)

Atoms 1-6, force components in eV/Å:
0.22 1.69 1.65
-2.24 -1.21 -1.02
0.57 0.73 0.18
-0.92 2.60 -0.31
0.56 1.01 0.61
1.28 -1.10 0.18

=====

C32H54Br2GeN2P2RuSi2Te as an isolated structure, computed with wB97M-V/def2-TZVPD.

## Properties
- spin multiplicity = 6
- highest occupied orbital energy (spin up / spin down) (eV) = -8.07 / -10.01
- net charge = +1
- M (Da) = 1046.006
- Kohn-Sham gap (spin up / spin down) (Ha) = 0.224 / 0.220

Cartesian coordinates (Å):
Ru (1.16685, 0.18672, 0.39350)
C (0.85824, 1.39458, 3.66880)
P (1.41253, -0.09708, 2.75025)
C (0.94457, -1.47174, 3.85019)
C (3.22432, 0.03214, 3.04434)
C (3.69887, -0.00729, 4.36944)
C (5.01698, 0.02126, 4.69533)
C (5.95595, 0.25299, 3.68943)
C (5.47315, 0.34251, 2.39640)
C (4.14506, 0.21424, 1.99120)
P (3.54908, 0.17784, 0.26221)
C (4.38425, -1.22351, -0.52465)
C (4.54226, 1.52559, -0.47830)
H (1.10565, 1.38503, 4.74582)
H (-0.22590, 1.43298, 3.57313)
H (1.21917, 2.33980, 3.23603)
H (1.08652, -1.35293, 4.91023)
H (1.62768, -2.28944, 3.46806)
H (-0.05652, -1.79889, 3.70202)
H (3.02454, -0.09735, 5.28072)
H (5.29240, 0.04259, 5.69443)
H (6.98909, 0.21560, 3.98078)
H (6.27194, 0.41277, 1.64511)
H (5.41448, -1.12053, -0.26377)
H (4.26594, -1.12975, -1.57559)
H (3.96067, -2.17097, -0.21094)
H (5.59153, 1.50447, -0.13452)
H (4.12487, 2.44983, -0.10921)
H (4.50929, 1.45035, -1.56380)
Br (1.33301, 5.79360, -3.63869)
C (1.25626, 4.19842, -2.58437)
C (1.30901, 4.31033, -1.13680)
C (1.08058, 3.16219, -0.34068)
N (0.91770, 1.94469, -0.82940)
C (1.15526, 1.73551, -2.27267)
C (1.19823, 2.99622, -3.12071)
C (0.39280, -0.58776, -2.84615)
C (0.04183, -1.40368, -3.95296)
C (0.49934, -2.72529, -3.93429)
Br (0.31812, -3.83997, -5.48540)
C (1.21347, -3.21387, -2.84000)
C (1.39545, -2.35498, -1.80556)
N (1.07448, -1.07338, -1.81027)
H (1.44804, 5.32488, -0.70396)
H (1.17184, 3.22501, 0.72475)
H (1.22144, 2.97307, -4.25289)
H (-0.57762, -1.02900, -4.78145)
H (1.50127, -4.24427, -2.77205)
H (1.91585, -2.69996, -0.91200)
C (-2.85416, 0.24864, -3.81097)
Ge (-1.49068, 1.62236, -3.87309)
C (-0.97351, 1.99699, -5.66623)
C (-2.07639, 3.08292, -2.77013)
C (0.04382, 0.81335, -2.89522)
H (-2.56029, -0.66412, -4.32716)
H (-3.70664, 0.61937, -4.27116)
H (-3.09851, 0.10185, -2.76199)
H (-1.79250, 2.35918, -6.31871)
H (-0.61562, 1.00300, -6.12694)
H (-0.11480, 2.64314, -5.71008)
H (-2.15297, 4.00834, -3.30909)
H (-1.37707, 3.20870, -1.85755)
H (-3.08472, 2.83013, -2.39819)
H (2.13223, 1.29687, -2.30395)
C (-1.92036, 2.77786, 1.13350)
Si (-3.21155, 1.64211, 1.73342)
C (-2.77048, 0.68567, 3.30973)
C (-4.85365, 2.46494, 1.96117)
C (-3.42719, 0.26082, 0.48477)
Te (-1.67897, -0.71513, -0.20847)
C (-1.63697, -2.36955, 1.21654)
Si (-2.54689, -3.96235, 0.75901)
C (-2.21204, -5.25456, 2.07919)
C (-4.41341, -3.70745, 0.46565)
C (-1.61493, -4.59080, -0.70438)
H (-1.97478, 3.85174, 1.59953)
H (-2.05515, 2.83560, 0.09699)
H (-0.90166, 2.48873, 1.27583)
H (-2.44956, 1.32825, 4.11829)
H (-2.07246, -0.12881, 3.06263)
H (-3.65310, 0.09083, 3.68916)
H (-5.03006, 2.98760, 2.88754)
H (-5.63787, 1.73211, 1.87627)
H (-5.10082, 3.20679, 1.18868)
H (-3.79465, 0.76115, -0.43959)
H (-4.09463, -0.53425, 0.81936)
H (-2.01013, -1.91969, 2.11640)
H (-0.54846, -2.69436, 1.36121)
H (-2.73597, -4.93504, 2.94009)
H (-1.12219, -5.31610, 2.34067)
H (-2.66359, -6.17439, 1.66588)
H (-4.90853, -3.44195, 1.42055)
H (-4.84077, -4.61715, 0.12444)
H (-4.67532, -2.90677, -0.18932)
H (-0.61376, -4.66659, -0.29634)
H (-1.56374, -3.86459, -1.52364)
H (-1.98433, -5.59893, -1.15541)

Atoms 1-6, force components in eV/Å:
-0.54 -0.40 -0.86
-0.38 0.37 0.22
0.40 0.99 0.49
1.42 -1.08 -1.01
0.11 -0.03 0.35
-1.92 -0.46 1.11

=====

C32H54CeN7OSi as an isolated structure, computed with wB97M-V/def2-TZVPD.

## Properties
- spin multiplicity = 1
- highest occupied orbital energy (spin up / spin down) (eV) = -10.42 / -10.42
- net charge = +1
- M (Da) = 721.034
- Kohn-Sham gap (spin up / spin down) (Ha) = 0.222 / 0.222

Cartesian coordinates (Å):
Ce (0.11390, 0.60820, -0.14110)
C (2.18460, -1.53950, 2.35390)
C (1.00140, -1.30290, 3.29020)
N (0.18960, -0.18530, 2.82580)
C (-1.17360, -0.28610, 3.30670)
C (-1.89470, -1.36900, 2.53750)
C (-2.87980, -2.13050, 3.15220)
C (-3.49540, -3.13810, 2.42780)
C (-3.04960, -3.38500, 1.14130)
C (-2.05250, -2.58070, 0.60090)
C (-1.57830, -2.84730, -0.80520)
N (-0.22840, -2.38430, -1.05650)
C (0.83090, -3.30990, -0.67720)
C (1.25550, -3.14550, 0.78170)
N (1.73100, -1.79180, 0.99900)
N (-1.52190, -1.56000, 1.26950)
H (2.79570, -0.63850, 2.34620)
H (2.77950, -2.37830, 2.75310)
H (0.37450, -2.19770, 3.30760)
H (1.38320, -1.15150, 4.31220)
H (0.62940, 0.69440, 3.09490)
H (-1.23350, -0.52430, 4.38550)
H (-1.68360, 0.66760, 3.14620)
H (-3.15740, -1.94170, 4.17830)
H (-4.28860, -3.72580, 2.86480)
H (-3.46300, -4.19580, 0.56210)
H (-1.69720, -3.92710, -1.00960)
H (-2.25630, -2.30860, -1.47390)
H (-0.11710, -2.16920, -2.04190)
H (0.53780, -4.36140, -0.84860)
H (1.70140, -3.08610, -1.29990)
H (0.40270, -3.33670, 1.43470)
H (2.03180, -3.89870, 1.01190)
H (2.49160, -1.61260, 0.34520)
N (-3.64280, 3.64790, -0.48330)
C (-2.91080, 4.37910, 0.54750)
C (-1.51340, 3.76900, 0.67100)
N (-1.49870, 2.48490, 1.39740)
H (-4.52730, 4.09640, -0.69850)
H (-3.46910, 1.73120, -0.68790)
H (-3.07790, 3.63920, -1.32950)
H (-3.47480, 4.28770, 1.48630)
H (-2.82020, 5.45060, 0.31470)
H (-0.83190, 4.46540, 1.16050)
H (-1.14150, 3.54800, -0.34300)
H (-2.43390, 2.08840, 1.31860)
H (-1.32150, 2.67530, 2.38090)
C (0.12260, 3.03510, -2.60570)
O (-0.59190, 2.33170, -1.67220)
H (-0.49010, 3.24260, -3.51370)
H (1.03020, 2.50140, -2.95470)
H (0.46480, 4.02590, -2.22640)
C (1.82050, -0.20200, -1.74230)
C (2.87330, -0.22420, -2.36220)
C (4.08070, -0.22190, -3.11170)
C (5.32480, -0.24210, -2.47470)
C (6.49010, -0.19810, -3.21330)
C (6.44210, -0.13650, -4.59650)
C (5.21420, -0.11230, -5.23780)
C (4.04440, -0.15650, -4.50720)
H (5.36130, -0.27840, -1.39360)
H (7.44670, -0.20300, -2.70950)
H (7.35600, -0.10090, -5.17120)
H (5.16970, -0.05000, -6.31550)
H (3.08320, -0.12850, -5.00220)
C (-1.30870, -0.35140, -3.60860)
C (-2.42860, 0.05810, -2.71750)
C (-3.73220, 0.40230, -3.25330)
C (-4.50150, 0.74960, -2.21250)
C (-3.65610, 0.67890, -0.98750)
C (-4.30980, -0.01870, 0.20010)
N (-2.38110, 0.15010, -1.42640)
H (-1.33010, 0.25970, -4.51010)
H (-1.42610, -1.39190, -3.91770)
H (-0.34530, -0.21210, -3.10810)
H (-3.97670, 0.38200, -4.29880)
H (-5.52420, 1.07480, -2.19740)
H (-5.15600, 0.57240, 0.54130)
H (-3.59760, -0.11950, 1.01290)
H (-4.66230, -1.00750, -0.08150)
C (4.02600, 4.17720, 2.45900)
Si (2.58600, 2.89580, 2.57550)
C (1.15660, 3.88500, 3.40920)
C (3.21730, 1.69540, 3.95190)
C (2.03130, 2.02990, 1.02730)
H (4.28850, 4.62920, 3.41290)
H (3.76930, 4.98550, 1.78020)
H (4.92630, 3.71020, 2.06750)
H (1.53760, 4.57610, 4.15540)
H (0.43030, 3.24260, 3.90370)
H (0.63030, 4.47690, 2.66770)
H (3.63620, 2.25550, 4.78400)
H (4.00610, 1.04970, 3.57470)
H (2.43760, 1.05670, 4.35960)
H (1.86200, 2.81330, 0.26100)
H (2.89280, 1.44170, 0.65820)

Atoms 1-6, force components in eV/Å:
0.11 0.23 -0.37
-0.18 -0.02 0.44
0.53 -0.28 -0.19
0.14 0.73 -0.33
-0.18 0.07 0.16
-0.19 -0.11 0.24

=====

Total energy (hartree)
-4012.40072; -10210.49431; -2474.64211